# 1
Here is C7H11O7PY as an isolated structure at a distorted geometry from the OMol25 dataset. Energies are from wB97M-V/def2-TZVPD.

Summary:
* E_HOMO: -0.8015 hartree
* charge: +3
* energy above the lowest of the compared OMol25 structures with the same formula, charge and spin: 3.271 eV

```
27
Properties=species:S:1:pos:R:3:forces:R:3
Y 0.06217 -0.36888 -1.50186 -0.32 1.07 1.85
C 0.07287 1.65097 -2.54974 0.09 8.20 -3.13
O 0.08080 2.75030 -2.90729 -0.03 -5.27 1.59
C 0.06312 -1.07907 -3.95940 0.05 -0.63 -1.82
O 0.05974 -1.34189 -5.04746 -0.01 0.31 1.23
C -2.15004 -0.44527 -1.89986 -6.48 0.09 -0.63
O -3.27961 -0.38051 -1.89915 2.75 -0.21 -0.11
C 2.28975 -0.47460 -1.87142 5.56 0.01 -0.57
O 3.41189 -0.40640 -1.90647 -1.98 -0.18 0.00
H 0.05817 -2.27709 -0.83446 0.10 -2.16 -2.44
H 0.05605 -2.43453 -1.69032 0.00 -0.84 2.86
C 1.42619 -0.57025 3.06538 1.51 -1.31 1.04
O 0.43734 0.33016 2.57401 -0.77 -0.16 -2.76
P 0.30708 0.07861 1.00046 -0.56 2.47 3.84
O -1.40656 0.13836 0.88690 2.38 -0.49 -1.05
C -1.90262 -1.19096 1.42875 0.00 -0.44 0.23
O 1.03497 1.48741 0.36283 -1.51 -4.20 -0.56
C 0.26098 2.65025 0.60138 -0.95 2.26 0.25
H 2.38789 -0.43513 2.52090 -0.44 -0.02 0.61
H 1.05954 -1.60643 2.91487 0.38 0.43 0.44
H 1.52106 -0.32196 4.12620 0.27 -0.33 -0.26
H -1.61971 -2.00490 0.71116 -0.31 0.52 0.52
H -1.45375 -1.42741 2.43421 -0.46 0.52 -0.99
H -3.00603 -1.12086 1.51236 0.76 0.15 -0.12
H -0.66438 2.55197 -0.00431 0.29 0.55 0.55
H 0.01415 2.75069 1.68843 0.24 0.02 -0.95
H 0.87894 3.49743 0.24390 -0.54 -0.35 0.38
```
Forces are in eV/Å.

These are the natural (NBO) partial charges, in e, on atoms 1 to 6: number 1, Y, carries 1.256; number 2, C, carries 0.459; number 3, O, carries -0.188; number 4, C, carries 0.483; number 5, O, carries -0.217; number 6, C, carries 0.430

***

# 2
Here is an isolated ion of composition C2H4NO3S and charge -1 at a distorted geometry from the OMol25 dataset. Energies are from wB97M-V/def2-TZVPD.

Summary:
* E_HOMO: -0.1595 hartree
* charge: -1
* energy above the lowest of the compared OMol25 structures with the same formula, charge and spin: 1.012 eV

```
11
Properties=species:S:1:pos:R:3:forces:R:3
C -1.76072 0.62547 -0.02283 1.17 1.71 1.07
C -0.19994 0.72511 -0.20393 -0.88 -1.45 -2.18
N 1.74433 -1.03702 0.51335 1.59 0.02 -0.01
O -2.00285 -0.44337 0.57145 -1.36 -1.17 -0.03
O -2.50555 1.56252 -0.24270 -0.63 0.86 -0.82
O -0.13864 -1.71265 -1.02767 -0.01 -0.85 -0.14
S 0.01536 -1.05289 0.28355 1.21 1.13 -0.72
H 0.36435 1.33754 0.43462 0.22 1.14 1.28
H 0.13756 1.00134 -1.27630 -0.49 -1.02 1.56
H 2.00150 -0.33292 1.18566 -0.50 0.04 1.23
H 2.34461 -0.67313 -0.21519 -0.32 -0.42 -1.25
```
Forces are in eV/Å.

These are the natural (NBO) partial charges, in e, on atoms 1 to 6: number 1, C, carries 0.766; number 2, C, carries -0.738; number 3, N, carries -1.100; number 4, O, carries -0.739; number 5, O, carries -0.720; number 6, O, carries -1.017

***

# 3
Here is one molecule with the formula C4H8O at a distorted geometry from the OMol25 dataset. Energies are from wB97M-V/def2-TZVPD.

Summary:
* E_HOMO: -0.3450 hartree
* SMILES string: COC1CC1
* energy above the lowest of the compared OMol25 structures with the same formula, charge and spin: 2.864 eV

```
13
Properties=species:S:1:pos:R:3:forces:R:3
C -1.71547 -0.43325 0.75725 -0.38 -0.29 0.29
O -0.83150 0.65060 0.65361 0.05 -0.17 0.54
C 0.06755 0.36511 -0.32740 -0.69 -0.41 -0.59
C 1.41378 0.97585 -0.47365 -0.66 0.16 -0.45
C 1.30127 -0.50229 -0.17995 -0.39 -0.24 -0.17
H -1.16472 -1.31264 1.11302 -0.25 -0.04 0.02
H -2.17555 -0.67685 -0.21622 0.07 0.11 0.23
H -2.48075 -0.13681 1.46808 -0.14 -0.20 0.04
H -0.42344 0.32418 -1.34910 -0.01 -0.34 1.28
H 1.00455 1.13731 -1.47962 3.17 1.19 -0.54
H 1.94589 1.70535 0.15518 -0.71 -0.37 -0.51
H 1.57502 -1.21648 -0.95257 -0.12 0.03 0.12
H 1.48339 -0.88009 0.83138 0.04 0.57 -0.28
```
Forces are in eV/Å.

These are the natural (NBO) partial charges, in e, on atoms 1 to 6: number 1, C, carries -0.250; number 2, O, carries -0.507; number 3, C, carries 0.111; number 4, C, carries -0.485; number 5, C, carries -0.459; number 6, H, carries 0.170

***

# 4
Here is C49H49BaN7O2S as an isolated structure at a distorted geometry from the OMol25 dataset. Energies are from wB97M-V/def2-TZVPD.

Summary:
* E_HOMO: -0.2262 hartree
* energy above the lowest of the compared OMol25 structures with the same formula, charge and spin: 2.090 eV

```
109
Properties=species:S:1:pos:R:3:forces:R:3
Ba -0.04684 0.05579 -0.14156 0.41 -1.01 -0.23
C 6.63049 -3.86657 -1.34490 -0.12 0.12 -0.08
C 5.49725 -3.00225 -0.86769 -0.02 -0.05 0.00
C 5.74428 -1.84722 -0.13049 0.01 -0.13 -0.02
C 4.71876 -1.05012 0.31844 -0.14 -0.03 0.00
C 3.36531 -1.35729 0.06119 0.71 -0.37 -0.35
N 2.37041 -0.50128 0.38583 0.19 -0.12 -0.22
C 2.49086 0.23848 1.51308 0.32 0.19 0.40
C 2.80246 -0.34022 2.76262 -0.04 0.08 0.14
C 2.73739 0.37762 3.93185 0.04 -0.16 -0.19
C 2.39464 1.72924 3.93018 -0.06 0.35 -0.14
C 2.31475 2.50588 5.21213 -0.05 -0.07 -0.06
C 2.15209 2.33282 2.70730 0.13 0.10 0.47
C 2.21264 1.61550 1.52547 0.14 -0.55 0.62
N 2.05807 2.32012 0.31121 0.83 0.10 -0.27
C 3.06386 2.70731 -0.48296 0.15 0.28 -0.52
C 2.51589 3.48784 -1.47850 0.33 -0.03 -0.01
C 1.15254 3.50822 -1.19036 0.06 0.07 -0.01
N 0.89472 2.79729 -0.10499 -1.19 0.40 0.05
C 3.12930 -2.55021 -0.65487 0.59 0.35 0.13
C 4.17400 -3.33215 -1.12247 0.06 0.02 0.13
N 1.80129 -3.00709 -0.82221 -0.04 0.18 0.43
C 0.99328 -3.39093 0.18547 -0.52 -0.33 0.21
C -0.15953 -3.87859 -0.38773 0.20 0.01 0.26
C 0.05202 -3.73361 -1.76277 0.12 -0.07 0.07
N 1.24154 -3.21144 -2.00824 0.07 0.10 -1.01
H 7.48067 -3.78020 -0.66764 0.04 -0.09 -0.06
H 6.95531 -3.56069 -2.34178 0.09 -0.06 -0.02
H 6.31965 -4.90903 -1.39752 0.09 -0.06 -0.01
H 6.76628 -1.56979 0.09276 0.10 0.02 0.02
H 4.93881 -0.14597 0.87215 0.02 0.02 0.02
H 3.06145 -1.38965 2.77816 0.01 -0.09 0.01
H 2.95511 -0.11555 4.87041 0.02 -0.04 0.09
H 3.15224 2.26387 5.86646 0.00 0.05 0.06
H 1.39238 2.26668 5.74360 -0.05 0.05 0.13
H 2.32448 3.57520 5.01295 0.00 0.10 0.06
H 1.93304 3.39336 2.66364 0.00 0.04 -0.02
H 4.07710 2.41847 -0.28961 0.16 -0.12 0.09
H 3.03264 3.97731 -2.28009 0.09 0.05 -0.13
H 0.36207 4.01557 -1.71302 -0.14 0.00 -0.05
H 3.93419 -4.23426 -1.66917 -0.05 -0.08 -0.03
H 1.29972 -3.32064 1.21329 0.09 0.06 0.07
H -1.01737 -4.28281 0.10844 -0.18 0.04 0.10
H -0.60141 -3.99149 -2.57427 -0.11 0.04 -0.13
C -2.91556 2.43000 5.38025 -0.44 0.03 0.02
N -1.72067 2.38884 4.56573 0.56 0.18 0.06
N -1.32815 1.15675 4.04989 -0.24 0.11 -0.35
C -0.83845 1.31308 2.76969 -0.64 0.61 0.77
O -0.41821 0.39768 2.06471 -0.44 0.07 2.94
C -0.96421 2.71350 2.49100 -0.24 0.19 0.07
C -1.52732 3.31310 3.56750 0.29 -0.41 -0.10
C -1.93463 4.72906 3.74086 -0.14 -0.10 0.11
C -1.22936 0.03190 4.88594 0.07 -0.34 0.43
C -1.51197 -1.23649 4.38931 0.00 0.15 -0.12
C -1.46678 -2.32562 5.24337 0.01 0.01 0.00
C -1.15407 -2.16128 6.58350 0.04 -0.09 0.02
C -0.85440 -0.90030 7.07087 -0.03 -0.03 0.00
C -0.88569 0.19492 6.22736 0.06 0.08 -0.12
H -3.02271 1.48841 5.91241 0.02 0.10 0.04
H -3.80297 2.58659 4.75936 -0.04 -0.06 0.06
H -2.83231 3.24126 6.10177 -0.01 -0.04 0.01
H -0.65017 3.17091 1.57584 0.12 0.10 -0.15
H -1.47270 5.33353 2.96780 0.02 0.07 -0.05
H -1.64329 5.10766 4.71871 0.05 0.05 0.03
H -3.01744 4.82295 3.65256 -0.06 0.08 0.00
H -1.76470 -1.35731 3.34632 -0.04 -0.01 -0.04
H -1.69689 -3.30838 4.85921 0.00 -0.06 -0.04
H -1.14070 -3.01375 7.24670 0.01 -0.06 0.02
H -0.59483 -0.76701 8.11126 0.01 0.02 0.05
H -0.64434 1.17652 6.60992 0.01 0.08 -0.04
C -4.57635 -2.42100 -2.94522 -0.07 -0.05 0.17
C -4.20722 -2.80188 -1.50386 0.01 0.11 0.04
C -3.91366 -4.30617 -1.44052 -0.04 0.19 0.01
C -5.36940 -2.47805 -0.55351 0.05 -0.04 -0.13
C -3.04529 -1.99267 -1.09912 -1.27 -0.98 -0.46
C -2.14073 -1.25760 -0.77733 0.03 0.33 -0.07
H -5.44090 -2.99062 -3.28467 -0.12 -0.09 -0.06
H -3.73712 -2.62847 -3.60720 0.05 -0.01 -0.08
H -4.81022 -1.35988 -3.00687 0.01 0.09 -0.02
H -4.79686 -4.86455 -1.75165 -0.06 -0.09 -0.03
H -3.65780 -4.60750 -0.42662 0.05 -0.02 0.09
H -3.08950 -4.56869 -2.09944 0.11 -0.04 -0.06
H -6.25682 -3.05273 -0.81618 -0.13 -0.09 -0.04
H -5.61090 -1.41870 -0.60354 -0.02 0.09 0.02
H -5.08757 -2.71665 0.47085 -0.01 0.00 0.06
O 0.17879 0.64905 -2.35817 0.70 1.31 -1.59
S -0.32723 -0.08341 -3.53315 -0.84 0.14 -2.27
C 0.59331 0.61502 -4.94432 0.35 -0.23 0.04
C 1.43694 1.68667 -4.72480 -0.04 -0.10 0.31
C 2.08906 2.27645 -5.79393 -0.02 0.00 -0.10
C 1.89489 1.79072 -7.07608 0.05 0.05 -0.04
C 1.05285 0.71002 -7.28975 -0.04 -0.02 0.02
C 0.40032 0.11680 -6.22234 0.05 -0.11 0.07
C -1.76992 0.85728 -4.11966 -0.28 -0.20 0.21
C -2.65421 0.26599 -5.00511 0.07 -0.12 0.14
C -3.68222 1.01749 -5.54921 0.02 0.06 -0.03
C -3.82320 2.35291 -5.20466 -0.07 -0.05 -0.06
C -2.94389 2.93356 -4.30588 0.00 0.02 0.00
C -1.91435 2.18526 -3.76296 0.17 -0.08 0.18
H 1.57351 2.04393 -3.71577 0.06 0.06 0.14
H 2.74513 3.11785 -5.62682 0.06 0.05 0.03
H 2.40311 2.25027 -7.91107 0.03 0.03 -0.06
H 0.90240 0.33255 -8.29037 -0.01 -0.06 -0.06
H -0.25807 -0.72267 -6.38385 -0.07 -0.13 -0.06
H -2.53649 -0.77325 -5.26892 -0.04 -0.18 -0.02
H -4.36956 0.56515 -6.24812 -0.06 -0.07 -0.03
H -4.62142 2.93911 -5.63593 -0.06 0.04 -0.02
H -3.05441 3.97498 -4.03976 0.01 0.05 0.05
H -1.21029 2.61941 -3.07012 0.09 0.09 0.12
```
Forces are in eV/Å.

These are the Mulliken partial charges, in e, on atoms 1 to 6: number 1, Ba, carries 2.934; number 2, C, carries -1.588; number 3, C, carries 0.860; number 4, C, carries -1.090; number 5, C, carries -0.258; number 6, C, carries -0.818